Entry from the OMol25 dataset: C34H34BN15O2Sr as an isolated structure (wB97M-V/def2-TZVPD).

## Properties
HOMO-LUMO gap (alpha / beta): 7.616 / 4.925 eV
maximum force: 0.85 eV Å⁻¹
M: 783.181 g mol⁻¹
2S+1: 2
LUMO (alpha / beta): -0.113 / -0.212 hartree
charge: +1
E_HOMO (alpha / beta): -0.3926 / -0.3926 Eh

Structure (XYZ):
```
87
C34H34BN15O2Sr (wB97M-V/def2-TZVPD)
Sr -0.80 -0.13 -0.35
C 2.56 -1.27 -1.88
C 2.47 -1.45 -0.40
C 3.22 -2.30 0.42
C 2.70 -2.11 1.68
N 1.72 -1.20 1.61
N 1.56 -0.80 0.31
B 0.79 -0.63 2.70
N -0.57 -1.40 2.68
C -0.88 -2.46 3.45
C -2.10 -2.95 3.05
C -2.49 -2.11 1.99
C -3.71 -2.18 1.14
N -1.56 -1.18 1.77
N 0.60 0.90 2.47
C 1.33 1.83 3.11
C 0.98 3.07 2.62
C 0.00 2.80 1.66
C -0.80 3.77 0.84
N -0.21 1.49 1.56
N 1.36 -0.78 4.11
C 0.68 -0.45 5.24
C 1.55 -0.53 6.29
C 2.78 -0.91 5.71
C 4.09 -1.15 6.38
N 2.65 -1.04 4.40
H 3.59 -1.09 -2.19
H 1.96 -0.41 -2.20
H 2.21 -2.16 -2.41
H 4.03 -2.95 0.14
H 3.00 -2.52 2.63
H -0.22 -2.79 4.23
H -2.64 -3.78 3.47
H -4.46 -2.84 1.58
H -3.48 -2.56 0.14
H -4.16 -1.19 1.02
H 2.04 1.56 3.87
H 1.35 4.03 2.94
H -0.28 4.73 0.76
H -1.77 3.96 1.31
H -0.98 3.39 -0.17
H -0.36 -0.18 5.20
H 1.35 -0.34 7.33
H 4.04 -0.88 7.44
H 4.88 -0.56 5.92
H 4.38 -2.20 6.32
O -0.31 -1.31 -7.36
C -0.62 -0.19 -6.94
O -0.75 0.95 -7.27
C -1.00 -0.49 -5.34
C -1.75 0.49 -4.75
C -2.04 0.32 -3.39
N -1.64 -0.76 -2.73
C -0.93 -1.71 -3.33
C -0.57 -1.61 -4.67
C -0.53 -2.86 -2.49
C -0.13 -4.07 -3.04
C 0.25 -5.10 -2.19
C 0.22 -4.90 -0.83
C -0.20 -3.66 -0.36
N -0.57 -2.67 -1.16
C -2.80 1.35 -2.62
C -3.26 2.51 -3.21
C -3.97 3.42 -2.44
C -4.20 3.14 -1.10
C -3.67 1.96 -0.59
N -2.99 1.09 -1.32
H -2.05 1.36 -5.31
H 0.03 -2.36 -5.17
H -0.13 -4.23 -4.11
H 0.56 -6.06 -2.60
H 0.52 -5.67 -0.13
H -0.23 -3.45 0.71
H -3.08 2.72 -4.25
H -4.35 4.33 -2.88
H -4.75 3.82 -0.47
H -3.80 1.71 0.46
N 2.08 4.35 -0.84
C 1.66 4.64 -2.08
N 2.01 5.81 -2.63
N 0.88 3.85 -2.80
C 0.57 2.69 -2.31
N 0.30 1.65 -1.86
H 2.69 4.97 -0.33
H 1.79 3.50 -0.38
H 2.63 6.46 -2.17
H 1.74 5.98 -3.58
```